{"formula": "C4H33N2O13S", "method": "ωB97M-V with the def2-TZVPD basis set", "e_above_lowest_ev": 4.5520, "e_lumo_ev": 2.43, "charge": -1, "homo_ev": -4.314, "mol_weight_g_mol": 349.38, "elements": ["C", "N", "C", "N", "O", "C", "C", "S", "H", "H", "H", "H", "H", "H", "H", "H", "H", "H", "H", "O", "H", "H", "O", "H", "H", "O", "H", "H", "O", "H", "H", "O", "H", "H", "O", "H", "H", "O", "H", "H", "O", "H", "H", "O", "H", "H", "O", "H", "H", "O", "H", "H", "O"], "positions_angstrom": [[-1.189, -0.875, -0.900], [-2.221, -0.001, -0.345], [-2.788, 1.066, -0.753], [-3.266, 1.536, -1.926], [-3.089, 1.952, 0.263], [-1.540, -1.363, -2.329], [-0.740, -0.761, -3.431], [0.889, -0.034, -3.128], [-0.259, -0.296, -0.983], [-1.187, -1.728, -0.177], [-1.020, 2.335, -3.500], [-2.915, 1.093, -2.754], [-3.788, 2.392, -1.938], [-1.432, -2.486, -2.200], [-2.620, -1.388, -2.403], [-0.568, -1.579, -4.195], [-1.411, -0.097, -4.023], [-2.436, 2.019, 0.966], [-0.082, 3.789, -0.591], [0.778, 3.628, -0.988], [-1.033, -1.550, 2.907], [-2.567, -1.887, 2.846], [-1.693, -2.206, 3.140], [2.600, 2.137, -0.020], [1.871, 0.901, -0.427], [2.553, 1.194, 0.188], [-0.360, 1.699, -2.278], [0.629, 3.459, -1.923], [-1.041, 2.381, -2.537], [1.956, 3.380, 1.928], [1.607, 2.356, 2.938], [1.874, 3.293, 2.896], [-3.117, 0.029, 3.087], [-3.645, -0.873, 1.813], [-3.782, -0.531, 2.702], [1.729, -2.210, -1.550], [2.642, -3.409, -1.836], [1.984, -3.075, -1.207], [2.767, -1.135, 2.996], [2.421, 0.164, 2.369], [2.552, -0.234, 3.249], [-1.152, 1.875, 3.390], [-0.627, 1.034, 2.001], [-1.298, 1.436, 2.558], [4.573, -1.751, -0.316], [3.866, -0.433, -0.762], [4.585, -1.048, -0.975], [0.081, -3.160, 2.479], [0.759, -2.977, 3.681], [1.011, -3.179, 2.762], [3.308, -3.437, 2.015], [2.615, -3.265, 0.484], [2.980, -2.890, 1.308]], "mulliken_charge": [0.712, -0.254, 0.487, -0.354, -0.578, -1.098, -0.692, -0.477, -0.605, 0.176, 0.368, 0.214, 0.218, 0.384, 0.500, 0.286, 0.314, 0.316, 0.288, -0.593, 0.340, 0.334, -0.691, 0.226, 0.288, -0.599, 0.140, 0.267, -0.723, 0.341, 0.291, -0.648, 0.322, 0.318, -0.710, 0.222, 0.282, -0.638, 0.282, 0.333, -0.666, 0.228, 0.250, -0.512, 0.315, 0.330, -0.641, 0.311, 0.275, -0.495, 0.277, 0.335, -0.592]}